[1]
A 12-piece molecular cluster, C25H45N11O18S overall. Source: the Open Molecules 2025 dataset; level of theory: ωB97M-V with the def2-TZVPD basis set.

## Properties
**E**: -3333.6031 a.u.
**E_HOMO (alpha / beta)**: -1.417 / -4.954 eV
**LUMO energy (alpha / beta)**: 0.065 / 0.065 Eh
**<S²>**: 0.75
**Spin multiplicity**: 2
**Total charge**: -1

Each line ends with the Löwdin charge.
CARTESIAN COORDINATES (ANGSTROEM)
H -3.402 4.074 2.935  0.149
H 4.476 3.355 3.870  0.097
C -2.619 -3.234 2.440  -0.128
N -1.584 -3.763 -2.545  -0.414
H -1.229 -3.780 -0.495  0.068
C 1.817 -5.591 2.095  -0.028
C 0.726 0.390 0.817  -0.131
H -2.877 2.432 1.070  0.098
C -6.112 0.820 -4.520  -0.140
C -2.960 5.585 0.224  -0.149
O 2.676 3.338 -3.520  0.036
O 1.794 -3.123 -2.255  0.037
N 2.485 3.197 4.053  -0.379
O 0.858 -4.072 3.454  -0.163
N 2.649 2.250 -2.977  -0.447
O 2.663 6.194 2.409  0.041
H 1.922 -6.080 3.063  0.063
H 1.058 1.852 -1.723  0.075
C -2.846 -1.526 1.138  -0.182
H 0.131 2.450 1.043  0.082
C -1.804 -4.362 -1.215  0.032
C -2.803 4.269 -0.235  -0.080
N 0.366 -0.622 -0.071  0.062
H -2.831 6.352 -0.525  0.095
O -1.031 -4.456 -3.388  0.034
H -0.904 1.717 -5.542  0.104
H 7.313 -3.734 3.307  0.123
O -1.240 2.881 -3.644  0.042
H -7.561 0.653 -2.872  0.097
H -2.138 -4.015 3.010  0.093
H -3.347 1.258 -2.877  0.088
H 6.311 -4.947 2.463  0.127
N 2.117 -3.780 -3.249  -0.430
C 3.877 2.649 4.444  0.077
H -2.863 -4.438 -0.970  0.103
H 0.484 5.547 3.103  0.083
H 2.527 1.445 -1.094  0.098
H -5.346 1.132 -1.422  0.151
C -2.907 3.503 0.933  -0.128
H -4.774 -3.850 2.461  0.081
H -6.791 0.675 -5.348  0.079
H -2.525 -0.534 0.855  0.083
O -2.282 -2.775 -2.783  0.038
N -1.880 -2.209 1.779  0.057
N -0.906 3.501 -4.641  -0.462
C -6.543 0.873 -3.157  -0.147
O 4.286 -3.370 3.972  -0.201
C 6.297 -4.020 3.036  -0.221
C 2.638 -5.127 -3.015  0.032
C -0.441 2.684 -5.739  0.034
H 1.464 -6.211 1.271  0.057
O 2.103 -3.246 -4.357  0.054
N 1.849 5.714 1.636  -0.444
H -1.127 -0.779 -1.635  0.100
H 0.120 4.413 1.719  0.069
C -0.668 -0.189 -0.856  -0.085
H -5.098 -1.633 1.094  0.070
O 1.850 2.619 3.102  0.021
H -0.204 6.102 1.445  0.093
O 5.330 -0.970 3.597  -0.271
N -3.203 4.343 1.982  0.004
H -4.159 1.169 -5.498  0.086
C 0.416 5.417 2.023  0.049
C -3.179 5.629 1.559  -0.172
C -4.136 -2.037 1.373  -0.128
H 4.082 2.930 5.476  0.092
N -5.456 1.133 -2.426  0.011
H 1.385 0.239 1.660  0.105
O 0.273 -3.910 1.306  -0.180
H 2.158 3.252 -1.130  0.091
S 4.657 -2.081 2.928  0.808
H 1.745 -5.746 -2.925  0.103
C 5.370 -4.123 4.297  -0.210
H -2.596 3.886 -1.224  0.083
H -1.393 -5.371 -1.201  0.092
C -0.798 1.188 -0.465  -0.172
O 3.448 -1.775 2.094  -0.246
O 2.662 1.181 -3.536  0.063
H 0.710 -1.571 -0.045  0.124
O 2.127 5.307 0.553  0.062
H -0.849 3.105 -6.658  0.099
H 2.737 -5.078 1.814  0.052
C -4.357 1.204 -3.255  -0.117
O 2.130 4.213 4.593  0.057
H 5.068 -5.162 4.428  0.134
H 5.813 -3.676 5.187  0.124
C 2.055 2.280 -1.611  0.040
H -1.577 1.765 -0.941  0.069
C 0.068 1.512 0.512  -0.176
H 4.034 1.614 4.137  0.086
H -0.927 -1.919 1.945  0.121
H 3.210 -5.174 -2.088  0.097
C -4.760 1.082 -4.605  -0.107
H -3.210 6.412 2.303  0.108
H 0.647 2.724 -5.788  0.106
N 0.901 -4.407 2.277  -0.590
O 5.791 -3.079 2.185  -0.207
C -3.960 -3.233 2.108  -0.134
H 3.383 -5.424 -3.754  0.095
O -0.857 4.695 -4.756  0.080

---

[2]
A 11-piece molecular cluster, C75H168F24N5P6 overall. Source: the Open Molecules 2025 dataset; level of theory: ωB97M-V with the def2-TZVPD basis set.

## Properties
**E**: -7676.9711 a.u.
**E_HOMO**: -14.973 eV
**LUMO energy**: -0.172 Eh
**Spin multiplicity**: 1
**Total charge**: +3

Each line ends with the Löwdin charge.
CARTESIAN COORDINATES (ANGSTROEM)
H -1.842 6.365 1.945  0.108
H -1.404 -0.289 10.732  0.058
C -2.976 0.158 8.204  -0.143
C 3.044 -2.733 -2.320  -0.244
C -5.372 -1.993 2.049  -0.077
H 4.538 -2.523 -3.770  0.079
H -5.086 -3.547 -0.256  0.100
C 0.284 4.001 4.053  -0.093
H 1.178 -6.610 1.605  0.055
C 0.873 -7.629 1.367  -0.086
F 5.722 0.139 3.202  -0.175
H -4.401 1.010 -5.548  0.112
F -4.084 -2.162 -3.705  -0.180
H -6.156 9.055 5.713  0.080
C -3.801 -2.652 6.054  -0.147
H 5.140 6.742 -1.890  0.100
H -5.640 -0.270 7.390  0.135
H 4.171 -5.772 -1.184  0.088
H -1.184 8.448 2.523  0.137
H -2.696 0.065 -2.097  0.126
C -1.917 8.796 3.250  -0.074
H 7.543 -4.829 -3.112  0.092
H -2.940 1.173 5.661  0.088
H -4.545 0.532 5.228  0.095
H 6.667 0.127 -1.476  0.075
C -1.023 -6.263 0.457  -0.272
H 3.749 5.974 -1.684  0.099
P -4.254 2.623 2.655  0.192
H 1.643 -8.249 0.905  0.083
H -5.887 -5.142 1.761  0.087
H -0.129 -3.746 -2.683  0.040
H -0.468 -5.327 0.391  0.115
H -0.472 6.729 4.036  0.114
H -0.936 2.196 -8.520  0.127
C 7.049 3.331 -2.195  -0.166
H 3.643 3.822 0.807  0.080
H -4.892 -1.628 8.359  0.144
H 7.771 0.516 -2.715  0.093
C 8.806 -0.802 -1.222  -0.058
C -0.231 4.309 -8.171  -0.180
H -5.860 -1.706 2.980  0.073
H 5.978 -5.859 -0.858  0.094
H -4.982 8.381 2.915  0.112
C 5.058 3.297 -1.265  -0.151
H -0.390 10.067 4.197  0.132
H -3.814 -7.394 1.296  0.110
H -4.789 -6.512 3.982  0.105
H -1.265 0.953 -2.674  0.105
F -2.856 3.338 2.145  -0.191
H -2.030 -1.697 7.006  0.125
C 0.107 2.509 1.831  -0.137
H -1.303 2.232 -0.868  0.139
H 7.499 2.604 -1.519  0.107
H -0.485 5.000 -7.367  0.109
H -0.630 0.940 11.400  0.073
H 7.428 5.483 -1.902  0.141
P 4.796 -0.272 1.893  0.270
C -1.665 0.336 -1.870  -0.169
C -0.750 2.925 -7.732  -0.052
C -0.664 0.451 10.427  -0.096
H -0.828 2.943 1.479  0.084
C -2.808 -1.502 6.269  -0.052
H -6.987 8.884 4.170  0.081
H -0.627 0.557 1.946  0.120
H 1.117 0.699 -1.864  0.105
H -1.556 3.820 -5.308  0.103
F -4.638 2.255 1.111  -0.165
H -2.297 -3.204 1.213  0.102
H 5.607 -4.130 0.982  0.111
H 3.434 5.579 0.947  0.103
H -3.473 -2.265 2.867  0.087
C -3.532 1.616 -5.290  -0.129
C 1.904 -3.652 -1.813  -0.208
C -4.601 -5.753 -2.941  -0.280
C -4.916 -1.085 7.415  -0.053
H -6.314 -6.830 -3.708  0.106
H 9.585 -4.717 -6.508  0.081
C -0.155 -0.850 -0.336  -0.089
C 1.651 5.629 -9.108  -0.115
C 7.533 -0.275 -2.003  -0.232
H -5.976 -2.722 6.527  0.126
H 4.382 -4.500 3.069  0.083
C 1.224 4.264 -8.667  -0.271
H -1.515 1.540 7.249  0.103
H 5.509 1.786 -2.620  0.121
F 0.809 4.520 -1.902  -0.214
H 4.553 3.506 3.009  0.075
H 0.282 -0.082 10.340  0.078
H 1.440 6.253 -8.240  0.081
C -2.103 -6.183 -0.596  -0.269
C 8.914 -4.776 -5.651  -0.107
H -2.054 0.998 0.242  0.123
H 9.369 -5.448 -4.923  0.071
H 0.549 -7.982 2.346  0.082
P -3.133 -2.482 -4.984  0.253
H 7.334 -3.133 -1.159  0.092
C 5.445 5.161 0.493  -0.075
H 2.765 -4.426 2.231  0.073
C -4.629 -7.611 -4.745  -0.085
H 9.243 -0.024 -0.597  0.071
H -2.223 -7.115 -1.149  0.109
H 7.553 4.360 -0.429  0.129
P -3.791 -5.646 -0.148  1.081
C -1.421 1.175 -0.627  -0.043
H -0.214 4.648 3.331  0.055
F 4.170 1.223 1.652  -0.187
H -0.908 -0.094 7.697  0.110
F 0.015 5.452 -4.206  -0.185
H -4.421 1.514 6.685  0.116
H 1.999 3.963 -7.962  0.105
H 3.399 -2.110 -1.499  0.087
H 0.776 -1.414 -0.403  0.105
C 4.095 4.743 1.176  -0.196
H -2.641 4.707 -6.284  0.133
H 1.275 -3.017 -1.189  0.060
H 3.316 -6.282 0.842  0.074
H -5.906 -5.853 -1.390  0.092
P 1.127 4.380 -3.554  0.223
C -4.094 -2.741 2.108  -0.314
H 4.018 -3.803 0.182  0.081
C -1.561 0.731 7.980  -0.167
H 2.012 0.558 -0.379  0.081
H -5.208 -1.084 1.470  0.091
H 1.326 2.167 -0.708  0.087
H -3.598 -3.564 -1.180  0.075
H 1.355 4.189 4.124  0.060
H -5.652 -5.631 -4.773  0.101
H 5.911 -2.160 -0.982  0.080
C -4.218 -6.396 1.465  -0.276
C -5.372 -6.415 -4.068  -0.247
N -0.085 0.638 -0.060  -0.209
H 7.669 3.368 -3.092  0.126
H 9.654 -1.078 -1.850  0.079
C -3.829 7.576 4.587  -0.088
F 3.457 -0.698 2.768  -0.189
F 6.107 0.076 0.979  -0.186
H 5.277 2.705 -0.376  0.131
H -0.765 4.889 -8.924  0.111
C -3.621 3.097 -5.117  -0.158
H 3.426 4.787 3.339  0.046
H 7.395 -6.281 -6.052  0.105
H 8.953 -3.886 -5.024  0.059
H 5.365 -4.819 -5.366  0.100
H -0.900 2.249 3.800  0.084
H 3.971 3.232 -1.228  0.114
H -0.089 4.069 5.075  0.075
C 7.041 4.624 -1.354  -0.058
C 4.109 -3.356 -3.213  -0.258
F -3.894 -1.270 -5.910  -0.194
H 2.542 -1.966 -2.908  0.110
F -3.727 2.967 4.178  -0.191
H 0.523 -5.239 -2.409  0.051
H -2.935 2.402 -8.984  0.108
H 0.980 5.891 -9.926  0.077
C -5.763 -6.441 3.498  -0.236
C 7.495 -5.196 -6.048  -0.223
H -0.895 -8.347 0.188  0.120
H 6.559 -3.515 -5.088  0.087
H -5.181 -7.817 -5.663  0.068
H 3.234 -5.701 3.257  0.070
H -1.560 -6.373 1.400  0.098
H -1.527 -1.823 -1.824  0.102
H 4.866 5.205 3.302  0.076
H -6.055 -7.490 3.550  0.115
H -2.924 -0.540 9.040  0.134
C 6.392 -4.592 -5.081  -0.200
C 1.189 1.095 -0.851  0.062
H -5.136 -7.370 -1.422  0.101
H -0.349 2.148 9.134  0.102
H -1.910 2.108 9.720  0.108
C 0.048 2.627 3.417  -0.228
F 2.290 3.437 -3.000  -0.176
F -2.126 -2.689 -6.259  -0.161
H 4.866 -6.551 1.468  0.118
C 5.669 2.862 -2.549  -0.135
C -0.922 -0.930 -1.669  -0.181
C 4.781 5.713 -1.918  0.046
H 6.234 -6.004 -3.367  0.095
C 4.161 -5.743 1.270  -0.243
F -4.073 -3.776 -5.441  -0.169
F -2.409 -3.550 -4.095  -0.167
H -3.616 -5.749 2.104  0.074
H -2.953 5.438 3.029  0.068
H -3.037 1.285 -4.377  0.088
H -6.394 7.413 5.014  0.075
H 3.611 -3.956 -3.974  0.101
H -3.086 -1.905 0.387  0.098
H 0.757 1.965 3.914  0.105
H -1.731 -5.461 -1.323  0.084
H -3.568 -3.591 6.555  0.130
H 5.915 -1.056 -3.115  0.100
H -3.085 4.074 -8.443  0.108
C -2.456 3.699 -5.911  -0.122
C 4.270 4.514 2.706  -0.086
H -2.916 0.812 -7.266  0.117
H -4.145 -3.739 2.544  0.083
H -4.194 2.728 -7.727  0.115
C -2.724 6.406 2.584  0.036
H 6.149 4.525 1.030  0.122
H -2.404 -1.010 5.384  0.133
C 6.559 -4.981 -3.555  -0.276
C 6.852 -1.463 -2.735  -0.226
H -3.613 6.760 2.062  0.106
H -6.490 -4.438 3.972  0.056
H 2.388 -4.260 -1.049  0.076
C -6.746 -5.478 4.175  -0.088
H -4.555 3.503 -5.504  0.113
H -3.579 1.023 8.479  0.131
C -1.342 6.975 4.645  -0.137
H 1.039 -4.354 -3.865  0.080
H 1.150 0.576 1.713  0.127
N -2.511 7.430 3.708  -0.212
H -3.583 -2.877 5.010  0.088
F 2.113 5.574 -3.577  -0.126
C -2.451 1.374 -6.457  -0.038
H -4.101 6.523 4.655  0.128
H 4.998 5.447 -2.952  0.103
H 1.337 3.577 -9.506  0.114
H -1.844 9.996 5.049  0.122
H -1.273 8.189 6.275  0.123
H -3.587 3.390 -4.067  0.121
H -3.523 -5.732 -3.104  0.091
H -5.955 -2.759 1.537  0.066
H 0.942 3.062 1.400  0.103
H -0.087 2.593 -6.932  0.125
H -6.340 -6.702 1.378  0.121
N -3.610 -0.388 6.952  -0.254
H -4.488 9.533 3.989  0.101
C -3.266 -2.887 0.826  -0.194
H -2.757 9.440 2.989  0.120
C 6.577 -2.593 -1.728  -0.239
C -4.927 -6.307 -1.545  -0.218
C 0.202 1.021 1.411  -0.092
H -4.649 -8.527 -4.155  0.071
C -1.154 1.435 9.315  -0.219
C 0.821 -4.267 -2.800  -0.046
F -5.656 2.135 3.268  -0.149
C 4.777 -4.550 0.414  -0.218
N 5.569 4.712 -0.995  -0.197
H 0.338 -7.512 -0.626  0.111
C -1.197 9.373 4.431  -0.140
H -0.693 -1.285 0.506  0.115
F 5.470 -1.780 2.097  -0.199
F 0.047 3.152 -3.714  -0.186
F -3.645 1.116 2.775  -0.183
F 3.975 -0.749 0.555  -0.207
C 5.089 -5.234 -0.949  -0.235
C -0.828 8.170 5.279  -0.183
H 8.465 -1.631 -0.601  0.054
C -5.167 -2.058 6.223  -0.138
F 1.671 4.006 -5.081  -0.198
C -5.620 -6.171 2.001  -0.252
H -7.814 -5.670 4.072  0.084
F -4.997 4.032 2.460  -0.154
H -1.488 0.973 -6.141  0.127
C -6.203 8.464 4.799  -0.056
C -3.237 3.035 -8.149  0.035
N -2.201 2.791 -7.075  -0.259
C -0.219 -7.501 0.311  -0.273
C -3.887 0.803 6.054  0.019
H -1.693 6.016 5.025  0.136
H 5.157 3.463 -3.300  0.116
C 3.630 -5.036 2.490  -0.128
P 5.576 -4.067 -2.371  1.064
C -4.854 8.506 3.990  -0.223
H 2.672 5.806 -9.449  0.083
C -4.029 -3.811 -0.210  -0.207
H -6.685 -5.601 5.256  0.068
F -2.111 -1.431 -4.250  -0.191
H 0.259 8.180 5.352  0.131
H 7.492 -1.854 -3.526  0.104
H -0.308 -0.912 -2.569  0.109
H -5.484 -1.499 5.343  0.101
H -4.783 -4.706 -3.180  0.091
H 7.262 -4.862 -7.060  0.105
H -3.539 7.783 5.617  0.135
H 5.618 6.232 0.604  0.141
H -3.736 -7.232 -5.240  0.074